No. 1
Entry from the OMol25 dataset: a structure of composition C24H43N7O7PZr in a non-equilibrium geometry (the ωB97M-V functional and the def2-TZVPD basis).

Element x y z (Å)
Zr1 0.314045 -0.398667 0.623954
C1 -0.121117 4.268530 1.983973
O1 -1.141174 3.465098 1.325688
C2 -0.908822 2.240250 1.012849
O2 0.132936 1.596564 1.304809
N1 -1.902990 1.658781 0.318229
N2 -1.804090 0.288362 0.002583
H1 -0.636166 4.866999 2.727617
H2 0.320569 4.918979 1.233802
H3 0.631846 3.636150 2.443911
H4 -2.753328 2.173358 0.133465
H5 -2.055078 0.091969 -0.965385
H6 -2.436844 -0.247616 0.612190
C3 -2.044451 -3.874624 -4.092124
C4 -0.682618 -4.037541 -3.424711
C5 -0.704107 -4.091026 -1.856121
C6 -1.786989 -5.083356 -1.345099
C7 -1.599360 -5.478556 0.122293
C8 0.651879 -4.644293 -1.433568
O3 1.081343 -5.694817 -1.780002
N3 1.459183 -3.849992 -0.543578
C9 1.089862 -2.656692 -0.117024
O4 1.774972 -1.910435 0.675251
N4 -0.082450 -2.102371 -0.477238
C10 -1.023777 -2.717714 -1.313907
O5 -2.047777 -2.102827 -1.526502
H7 -1.895422 -3.771920 -5.165957
H8 -2.566419 -2.988249 -3.740057
H9 -2.677212 -4.745945 -3.934103
H10 -0.023236 -3.219210 -3.730966
H11 -0.222496 -4.968969 -3.752764
H12 -1.746109 -5.975764 -1.968358
H13 -2.756802 -4.610513 -1.492032
H14 -0.752727 -6.154899 0.243895
H15 -2.484881 -6.003609 0.477698
H16 -1.440515 -4.605246 0.766191
H17 2.349669 -4.248696 -0.261830
C11 -4.009458 -0.374809 3.098734
N5 -2.884409 -1.114458 2.489189
C12 -3.357042 -2.317371 1.761596
P1 -1.444260 -1.296946 3.357389
O6 -0.297578 -0.867627 2.404460
N6 -1.244115 -2.904482 3.637686
C13 -2.164300 -3.615828 4.538442
C14 0.122100 -3.459609 3.679927
N7 -1.481178 -0.230993 4.596233
C15 -2.243761 -0.534308 5.816316
C16 -0.483172 0.830353 4.776894
H18 -4.677858 -0.033128 2.307365
H19 -3.635879 0.489008 3.641019
H20 -4.600984 -0.998408 3.773403
H21 -4.102778 -2.016019 1.023980
H22 -3.825023 -3.046194 2.425263
H23 -2.523928 -2.788902 1.248519
H24 -3.168305 -3.194395 4.483041
H25 -1.823515 -3.582380 5.575246
H26 -2.212591 -4.659605 4.229518
H27 0.763674 -2.964980 2.957732
H28 0.062127 -4.519502 3.431894
H29 0.570241 -3.372226 4.672666
H30 -3.015988 -1.275681 5.617392
H31 -2.728333 0.375653 6.170739
H32 -1.590109 -0.907224 6.606522
H33 0.118648 0.950646 3.883013
H34 0.177012 0.605973 5.616559
H35 -1.001144 1.766946 4.992691
C17 3.487673 0.802456 -0.084389
C18 2.217674 1.344426 -0.638976
O7 1.249766 0.523114 -0.853322
C19 2.066659 2.734747 -0.948969
C20 0.916465 3.160886 -1.651754
C21 0.749217 4.488458 -1.970463
C22 1.721854 5.418802 -1.597212
C23 2.863223 5.014035 -0.910593
C24 3.041425 3.684480 -0.589299
H36 3.381481 -0.236792 0.212337
H37 3.862456 1.400997 0.746101
H38 4.254412 0.847686 -0.865487
H39 0.200978 2.420517 -1.985133
H40 -0.116617 4.816761 -2.529909
H41 1.588508 6.459673 -1.863174
H42 3.615175 5.742270 -0.638891
H43 3.941015 3.387174 -0.066008

Forces on the atoms, in the same order (eV/Å):
0.183 -0.328 0.481
0.239 0.242 0.124
-0.064 -0.115 -0.023
-0.135 0.294 -0.033
-0.447 0.653 0.101
-0.113 0.108 -0.061
-0.100 0.166 0.250
-0.073 -0.068 -0.012
-0.005 -0.065 -0.064
-0.048 -0.042 -0.008
-0.098 -0.031 -0.037
0.009 0.002 -0.149
-0.072 0.001 0.047
0.107 0.019 0.055
-0.151 0.127 0.036
-0.169 -0.200 -0.305
0.122 0.016 0.218
-0.064 0.003 -0.186
-0.064 0.111 0.008
0.022 -0.063 0.003
0.145 0.041 0.076
-0.079 -0.559 -0.259
0.418 -0.454 0.023
-0.545 -0.689 -0.628
-0.219 0.148 0.067
0.232 -0.260 0.042
0.002 -0.026 -0.001
-0.059 0.003 -0.022
-0.024 0.010 0.011
0.060 -0.052 -0.015
0.053 0.008 0.034
-0.001 0.028 -0.050
-0.001 -0.018 -0.094
0.017 0.024 0.041
0.024 0.015 0.054
-0.019 -0.012 0.046
0.029 0.026 0.002
-0.048 0.177 -0.070
0.231 -0.590 0.782
-0.039 0.151 -0.129
-1.118 -0.048 0.167
-0.527 -0.495 1.509
0.422 0.670 0.058
-0.173 -0.071 -0.054
-0.014 -0.111 0.119
0.506 -0.369 -0.364
-0.114 -0.028 0.013
-0.060 0.055 0.108
0.049 -0.009 -0.016
-0.064 0.008 -0.011
0.054 -0.042 -0.013
0.051 0.044 -0.007
0.017 0.025 -0.020
-0.031 -0.063 -0.049
0.025 -0.041 0.009
0.021 0.049 -0.029
-0.038 0.017 -0.031
0.029 0.005 -0.027
-0.015 0.019 -0.028
-0.037 0.030 -0.003
0.005 0.058 0.051
-0.027 -0.010 -0.032
0.021 -0.014 -0.040
0.010 0.034 -0.027
-0.017 -0.044 -0.011
0.021 -0.001 -0.009
0.005 -0.057 -0.042
0.506 0.665 -0.518
1.438 1.126 -0.890
-0.293 -0.070 -0.169
0.082 -0.085 0.018
-0.067 0.051 -0.024
-0.009 -0.118 0.000
0.021 0.121 0.014
0.123 -0.096 0.010
0.035 -0.043 0.017
-0.044 0.009 -0.009
-0.020 0.015 -0.015
-0.050 0.038 -0.009
0.006 -0.036 -0.008
0.041 0.010 0.020
0.009 -0.018 0.001
-0.034 0.016 -0.013

Results
* energy: -2238.07941 Eh
* 2S+1: 1
* charge: +3

---

No. 2
Entry from the OMol25 dataset: an isolated molecule of C3H4O2S2 in a non-equilibrium geometry (the ωB97M-V functional and the def2-TZVPD basis).

Element x y z (Å)
C1 0.120923 1.075449 -0.781422
C2 -0.924661 -0.936321 -0.045780
C3 0.374559 -1.018095 0.812493
O1 1.306467 3.191106 -0.866020
O2 -0.749775 0.076666 -1.002403
S1 1.083876 0.707872 0.627532
S2 0.191004 2.478252 -1.533156
H1 -1.317944 -1.905624 -0.423887
H2 -1.624392 -0.648216 0.730628
H3 0.324961 -1.322122 2.006715
H4 1.214982 -1.698966 0.475302

Forces on the atoms, in the same order (eV/Å):
-0.621 -3.106 2.371
0.862 -0.545 2.597
2.030 -0.803 1.444
0.483 0.708 0.091
-1.034 -0.156 -2.042
0.234 -0.234 0.522
-0.095 0.921 -0.916
0.747 0.891 -0.504
-0.769 0.556 -0.273
-0.578 1.157 -3.136
-1.260 0.611 -0.154

Results
* energy: -1063.48063 Eh
* 2S+1: 1

---

No. 3
Entry from the OMol25 dataset: a cluster of 2 separate species, C4H5FO2 in total in a non-equilibrium geometry (the ωB97M-V functional and the def2-TZVPD basis).

Element x y z (Å)
C1 1.313738 1.652726 0.056266
C2 1.012167 -0.901719 0.449416
C3 -1.142987 -0.253441 -0.679117
C4 -0.303513 -0.281536 0.547947
O1 1.055936 2.709287 -0.299889
O2 1.839273 -1.044183 1.240667
F1 1.380062 -1.041294 -0.899837
H1 -1.509683 0.775699 -0.751582
H2 -2.041941 -0.933847 -0.671049
H3 -0.463608 -0.292341 -1.481765
H4 -0.787921 -0.953947 1.287620
H5 -0.351526 0.564598 1.201328

Forces on the atoms, in the same order (eV/Å):
1.102 -4.562 1.828
0.791 1.693 -3.026
-1.715 1.446 0.248
-1.938 -2.476 1.638
-1.157 4.865 -1.721
1.387 -0.956 2.113
-0.147 -0.726 0.627
-0.455 -0.168 -0.088
1.345 0.496 -0.262
0.100 -0.768 -1.431
-0.003 -0.060 -0.096
0.690 1.215 0.170

Results
* energy: -405.50825 Eh
* 2S+1: 3
* expectation value of S²: 2.0098